ORCA calculation (ωB97M-V/def2-TZVPD) on a structure of composition C16H19AuN6OSSe.

The geometry in XYZ format:
```
45
Properties=species:S:1:pos:R:3:forces:R:3:lowdin_spin:R:1
Au -0.42985 -0.21532 0.81171 0.1 0.0 0.0 0.3709
Se 0.08736 -1.09076 2.90189 0.0 0.0 0.1 1.2754
C 2.52581 -3.56849 -3.65504 0.0 0.0 0.0 -0.0004
C 2.57634 -3.10665 -2.23953 0.0 0.0 -0.1 0.0001
C 2.99110 -3.86542 -1.17748 0.0 0.0 0.1 0.0129
C 2.95915 -3.28599 0.09624 0.1 0.0 -0.1 0.0003
N 2.55461 -2.04035 0.30162 0.0 0.0 0.0 0.0206
C 2.14283 -1.32152 -0.73662 0.0 0.0 0.0 0.0256
S 1.57719 0.29819 -0.59382 0.0 0.0 0.0 0.1858
N 2.17980 -1.84579 -1.98731 0.0 -0.1 0.0 0.0199
C 3.39295 -4.04699 1.30756 0.0 0.0 0.0 0.0004
H 2.74910 -4.63017 -3.71816 0.0 0.0 0.0 0.0000
H 3.25247 -3.01534 -4.25220 0.0 0.0 0.0 -0.0002
H 1.54266 -3.37001 -4.08101 0.0 0.0 0.0 -0.0001
H 3.31758 -4.88349 -1.32650 0.0 0.0 0.0 0.0008
H 1.76550 -1.30496 -2.75678 0.0 0.0 0.0 0.0010
H 3.63492 -5.08199 1.07695 0.0 0.0 0.0 0.0000
H 2.60129 -4.01138 2.05674 0.0 0.0 0.0 0.0011
H 4.26333 -3.56035 1.74904 0.0 0.0 0.0 -0.0002
O -0.25436 -2.89953 -0.77054 0.0 0.0 -0.1 0.0036
C -1.09162 -3.61761 -0.23271 0.0 0.0 0.0 0.0029
C -2.38878 -4.01638 -0.89038 -0.1 0.0 0.0 0.0007
C -3.56293 -3.17695 -0.33999 0.0 0.0 0.0 0.0003
C -3.43081 -2.78608 1.13066 0.0 0.0 0.0 0.0005
C -3.19233 -3.93967 2.10223 0.0 0.0 0.0 0.0017
C -1.93246 -4.77745 1.79756 0.0 0.0 0.0 0.0016
N -0.91004 -4.07980 1.03081 0.0 0.0 0.0 0.0145
H -2.57307 -5.07706 -0.71314 0.0 0.0 0.0 0.0000
H -2.29574 -3.87021 -1.96379 0.0 0.0 0.0 0.0000
H -4.49102 -3.72763 -0.50674 0.0 0.0 0.0 0.0001
H -3.64464 -2.26339 -0.92990 0.0 0.0 0.0 0.0000
H -4.33433 -2.25512 1.43654 0.0 0.0 0.0 0.0000
H -2.61596 -2.06463 1.23896 0.0 0.0 0.0 0.0016
H -4.05707 -4.60841 2.10542 0.0 0.0 0.0 0.0001
H -3.11584 -3.52486 3.10965 0.0 0.0 0.0 0.0009
H -2.20361 -5.68949 1.26493 0.0 0.0 0.0 0.0002
H -1.46495 -5.09755 2.72771 0.0 0.0 0.0 0.0004
H -0.11777 -3.68510 1.51554 0.0 0.0 0.0 0.0235
N -1.62947 0.40820 -0.86112 0.0 0.0 -0.1 0.0137
C -1.70381 -0.13880 -1.88737 0.0 -0.1 0.1 0.0092
C -1.69703 -0.78849 -3.10697 0.0 0.1 0.0 0.0048
C -2.79161 -1.57121 -3.54244 0.0 0.0 0.0 0.0005
N -3.67558 -2.21921 -3.90155 0.0 0.0 0.0 0.0022
C -0.45494 -0.84559 -3.76779 0.0 0.1 0.0 0.0011
N 0.59759 -0.88071 -4.24620 0.0 0.0 0.0 0.0022
```
Forces are in eV/Å.

The relative energy (zero: lowest compared OMol25 entry of this formula, charge and spin) comes out at 0.000 eV. As for the HOMO-LUMO gap (alpha / beta): 7.7493 / 5.7768 eV. The calculation puts the HOMO energy (alpha / beta) at -8.106 / -8.247 eV. As for the multiplicity: 3. The largest force on an atom is 0.002 hartree/bohr. As for the LUMO energy (alpha / beta): -0.013 / -0.091 Ha. As for the net charge: 0.